C12H36KN6O2P2 | ωB97M-V/def2-TZVPD

Calculated values
total charge = +1
lowest unoccupied orbital energy = -0.0835 Ha
spin multiplicity = 1
relative energy (zero: lowest compared OMol25 entry of this formula, charge and spin) = 200.8 kcal/mol
max |F| = 0.376 hartree/bohr
Kohn-Sham gap = 8.9 eV
HOMO = -11.153 eV

Atoms and positions in Å:
K 1.82642 1.83880 0.38323
O 1.31754 0.55035 -0.60000
P 1.26042 -0.41784 -1.73727
N 1.94631 0.22043 -3.13008
C 2.14808 -0.53502 -4.32811
C 2.02829 1.68654 -3.43896
N -0.35102 -0.83429 -2.23243
C -0.81040 -1.84906 -3.16531
C -1.31177 0.28496 -2.26501
N 2.07228 -1.84324 -1.58949
C 3.56693 -1.75750 -1.39805
C 1.52681 -2.93002 -0.85764
H 1.77173 0.01383 -5.19138
H 1.52051 -1.42585 -4.30175
H 3.13775 -0.95337 -4.51154
H 2.51486 1.85869 -4.39903
H 2.43959 2.11034 -2.52281
H 1.07594 2.16689 -3.66344
H -0.13566 -2.70467 -3.13801
H -1.81622 -2.16032 -2.88326
H -0.82520 -1.46395 -4.18492
H -1.28763 0.70085 -3.27226
H -2.33890 -0.05495 -2.13239
H -1.02720 0.94440 -1.44509
H 3.92272 -1.01396 -2.11124
H 3.81617 -1.31084 -0.43551
H 3.99036 -2.76086 -1.44367
H 1.60751 -2.76173 0.21625
H 2.04358 -3.84835 -1.13644
H 0.52415 -3.18558 -1.20039
O 0.78807 1.46394 1.86756
P -0.57424 1.08772 2.34641
N -1.84722 2.02376 1.71781
C -3.25192 1.91644 2.11050
C -1.65672 2.92163 0.57679
N -0.83577 1.06931 4.08320
C -2.05380 0.63518 4.79495
C 0.41507 1.10461 4.88805
N -1.02837 -0.47780 1.86931
C -1.41626 -0.76482 0.43660
C -0.02972 -1.50893 2.34055
H -3.85241 1.91908 1.20082
H -3.72673 2.63331 2.78040
H -3.40527 0.98492 2.65534
H -1.98988 2.48052 -0.36264
H -0.59526 3.13439 0.44983
H -2.23077 3.84520 0.65136
H -2.90205 1.31880 4.76009
H -2.43483 -0.25223 4.28957
H -1.80597 0.23358 5.77750
H 0.39778 0.56861 5.83699
H 1.24886 0.74400 4.28568
H 0.62855 2.15830 5.06773
H -2.21708 -0.04716 0.25846
H -0.58412 -0.57508 -0.24137
H -1.77830 -1.78336 0.29662
H 0.82212 -1.46618 1.66184
H -0.49562 -2.49424 2.32652
H 0.25792 -1.43819 3.38953

Cartesian forces (eV/Å) of the 2 atoms listed first:
K 11.21 15.55 2.54
O -5.29 -12.44 -9.89

C12H36N6O6 | ωB97M-V/def2-TZVPD

Calculated values
total charge = 0
lowest unoccupied orbital energy = 0.0098 Ha
spin multiplicity = 1
relative energy (zero: lowest compared OMol25 entry of this formula, charge and spin) = 374.5 kcal/mol
max |F| = 0.152 hartree/bohr
Kohn-Sham gap = 9.1 eV
HOMO = -8.822 eV

Atoms and positions in Å:
C 3.23697 -1.83896 -1.15481
C 2.50154 -0.61107 -1.71775
C 2.95827 -0.47096 -3.29408
O 1.06598 -0.80459 -1.76079
H 3.21096 -2.67832 -1.84972
H 2.60202 -2.13254 -0.31889
H 4.29040 -1.74948 -0.88955
H 2.74978 0.22473 -1.06359
H 3.91616 0.04889 -3.31183
H 2.21445 -0.06593 -3.98022
H 3.06141 -1.45915 -3.74236
H 0.73530 -1.35368 -2.47546
C -2.97811 -0.25619 1.80591
C -2.59589 -1.68299 1.94096
C -1.91276 -2.20388 3.23334
O -3.82748 -2.32540 1.73660
H -3.83810 -0.04511 2.44150
H -3.00809 0.16775 0.80218
H -2.19269 0.36780 2.23235
H -2.01981 -1.99346 1.06927
H -2.47218 -1.95335 4.13466
H -0.95627 -1.68294 3.27634
H -1.60717 -3.25010 3.22109
H -3.79450 -3.27330 1.88490
C -0.26671 1.24017 1.39320
C 0.17417 -0.04105 0.75611
C -0.78496 -0.76811 -0.25948
O 1.22238 0.43361 -0.10630
H 0.47652 1.97771 1.69609
H -0.87075 1.02122 2.27370
H -0.97439 1.83948 0.82038
H 0.51823 -0.70713 1.54735
H -1.00345 -0.23584 -1.18525
H -1.77494 -1.02360 0.11835
H -0.21945 -1.66754 -0.50304
H 1.37452 -0.17511 -0.83287
C 0.74392 3.23014 -0.89330
O 0.60610 4.40688 -1.21164
N 0.76265 2.78265 0.30463
N 0.88341 2.24389 -1.71719
H 0.77474 1.79595 0.51990
H 0.54779 3.49158 0.99119
H 1.00527 1.29071 -1.40624
H 0.89097 2.49530 -2.69536
C -2.71128 -0.10896 -2.38511
O -1.76917 -0.71218 -2.84848
N -2.57541 0.76296 -1.46167
N -3.95574 -0.18981 -2.60884
H -1.67282 0.88162 -1.02424
H -3.36149 1.33155 -1.18078
H -4.68109 0.17381 -2.00737
H -4.11506 -0.89073 -3.31836
C 2.63895 0.85650 2.41043
O 3.18728 0.95583 3.50939
N 2.48069 1.73746 1.44705
N 2.34286 -0.29042 1.82209
H 1.86681 1.50739 0.67875
H 2.63838 2.68930 1.74579
H 1.80082 -0.21558 0.97316
H 2.46006 -1.09749 2.41791

Cartesian forces (eV/Å) of the 2 atoms listed first:
C -1.24 -0.47 -0.01
C 4.11 -2.34 -6.19